8
Properties=species:S:1:pos:R:3 method="wB97M-V/def2-TZVPD" fmax_ev_per_a=1.437 de_lowest_kcal_mol=80.3 gap_ha="0.294 / 0.294" e_tot_ev=-9282.045 lumo_ev="-0.764 / -0.764"
O -0.39 1.25 -1.66
O 1.28 -0.25 0.93
O -2.25 0.13 0.77
C -1.10 0.07 0.73
C 1.07 -0.31 -0.34
C 0.05 0.48 -0.88
H 0.07 -0.13 1.32
H 1.27 -1.25 -0.88



19
Properties=species:S:1:pos:R:3 method="wB97M-V/def2-TZVPD" fmax_ev_per_a=6.200 de_lowest_kcal_mol=120.0 gap_ha=0.320 e_tot_ev=-35733.204 lumo_ev=-5.195 charge=+1
Cl -3.99 -0.67 -0.64
S -0.37 1.37 -1.47
O -2.67 1.44 1.06
O -1.63 -1.60 0.29
N 1.36 -0.23 -0.56
N -2.78 0.26 1.03
C -2.34 -0.65 0.25
C 0.33 1.87 0.11
C 0.98 0.51 0.66
C 1.46 -1.72 -0.38
C 0.42 0.03 -1.69
H -0.50 2.05 0.99
H 2.30 0.07 -0.94
H 1.82 0.87 1.25
H 0.16 -0.17 1.08
H 2.13 -1.91 0.43
H 0.90 2.78 -0.11
H 0.58 -2.09 -0.08
H 1.84 -2.20 -1.27



73
Properties=species:S:1:pos:R:3 method="wB97M-V/def2-TZVPD" fmax_ev_per_a=1.856 gap_ha="0.228 / 0.231" e_tot_ev=-58644.093 lumo_ev="-4.324 / -4.273" charge=+1
Pt 1.15 -0.98 -2.03
Si 1.33 -3.27 1.10
O -2.60 2.03 1.38
N -2.93 -1.65 -2.14
N 3.12 -1.13 -1.51
N -2.69 2.80 3.43
N 1.76 -1.94 0.07
N -3.42 1.69 3.39
N -0.85 -1.17 -2.52
N 1.14 3.57 -1.53
N -2.81 -1.55 -3.46
N 1.36 1.44 -1.86
N 2.40 3.28 -1.21
C 3.01 -1.57 -0.23
C -3.83 -0.35 0.34
C 0.04 5.97 2.28
C 1.59 -3.05 2.98
C -5.00 -2.39 0.80
C 0.63 4.90 -1.32
C -0.85 5.01 2.71
C 5.45 -0.84 -1.26
C 0.53 5.95 0.98
C -1.56 -1.27 -3.67
C -1.75 -1.42 -1.57
C -4.19 -2.01 -1.53
C -4.62 -0.82 2.58
C -3.37 1.24 2.17
C 0.08 4.99 0.09
C 2.34 -4.75 0.42
C -4.32 -1.56 -0.10
C -2.20 3.00 2.24
C 4.29 -0.81 -2.04
C 5.36 -1.23 0.07
C -1.30 4.04 1.82
C -5.15 -2.01 2.12
C -0.84 4.04 0.51
C 4.30 -0.45 -3.49
C -0.53 -3.54 0.84
C 4.15 -1.61 0.60
C 0.52 2.46 -1.92
C -3.96 0.01 1.68
C 2.51 2.00 -1.41
H 2.05 -5.67 0.92
H -4.70 -0.52 3.61
H -1.11 -2.75 1.30
H 6.24 -1.26 0.69
H 1.26 6.68 0.67
H -4.98 -1.57 -2.16
H 0.96 -3.77 3.49
H -1.22 4.98 3.73
H -4.29 -3.10 -1.58
H -3.32 0.33 -0.34
H 3.41 -4.61 0.58
H 3.42 1.46 -1.26
H 1.47 5.59 -1.44
H 2.18 -4.87 -0.64
H 6.39 -0.56 -1.70
H -5.40 -3.33 0.46
H 4.04 -1.94 1.62
H -0.80 -3.62 -0.21
H -5.69 -2.66 2.80
H -1.54 -1.43 -0.52
H -1.19 3.28 -0.18
H 4.88 0.45 -3.68
H -0.14 5.12 -2.06
H 4.75 -1.27 -4.05
H -1.15 -1.11 -4.65
H 3.27 -0.31 -3.83
H 2.61 -3.21 3.31
H 0.39 6.73 2.97
H -0.50 2.41 -2.27
H 1.29 -2.06 3.30
H -0.85 -4.46 1.32